C6H15N2 | ωB97M-V with the def2-TZVPD basis set

M = 115.20 g/mol
Total charge = +1
Energy relative to the best compared isomer or geometry (same formula, charge and spin) = 30.2 kcal per mole
Structure (SMILES) = CCCCCNC=[NH2+]
DFT total energy = -9438.6618 eV
Kohn-Sham gap = 10.2 eV

Last column: natural (NBO) charge in e.
Atoms and positions in Å:
C  2.53  1.15  1.67  -0.6238
C  1.10  0.67  1.95  -0.4093
C  0.02  1.46  1.14  -0.3975
C  0.20  1.36  -0.38  -0.4323
C  0.38  -0.01  -0.95  -0.2622
N  -0.77  -0.71  -1.44  -0.4776
C  -1.30  -1.78  -0.86  0.3903
N  -2.40  -2.27  -1.39  -0.7264
H  3.18  0.31  1.95  0.2193
H  2.87  2.01  2.25  0.2271
H  2.66  1.40  0.62  0.1915
H  0.90  0.79  3.01  0.2279
H  1.07  -0.42  1.88  0.1833
H  -0.88  0.86  1.41  0.1931
H  -0.02  2.48  1.49  0.2358
H  1.10  1.90  -0.71  0.2275
H  -0.54  2.01  -0.91  0.2281
H  1.19  0.13  -1.71  0.2389
H  0.88  -0.58  -0.15  0.2252
H  -1.21  -0.25  -2.23  0.4221
H  -0.55  -2.18  -0.14  0.2517
H  -3.12  -1.67  -1.76  0.4327
H  -2.75  -3.17  -1.09  0.4348